No. 1
Formula: C78H65N13O26
Source: the Open Molecules 2025 dataset
Level of theory: the ωB97M-V functional and the def2-TZVPD basis

Positions of all 182 atoms, in Å:
C1 -4.29855 0.67955 -0.99019
C2 -4.70282 -0.57767 -1.39664
C3 -5.85342 -1.17442 -0.90037
C4 -6.55924 -0.52846 0.07611
C5 -6.19214 0.69301 0.56459
C6 -5.07616 1.36502 -0.03713
N1 -7.78496 -1.09960 0.65360
O1 -8.66121 -1.56934 -0.10158
O2 -7.94363 -1.11824 1.85136
H1 -3.43764 1.13127 -1.54448
H2 -4.19843 -1.12059 -2.14938
H3 -6.16797 -2.15949 -1.22310
H4 -6.71689 1.18994 1.36011
H5 -4.80741 2.40197 0.25328
C7 -1.76306 2.86421 0.49831
C8 -1.89815 1.80609 1.41885
C9 -2.94118 1.80726 2.32132
C10 -3.70131 2.91741 2.45021
C11 -3.60817 3.96095 1.58263
C12 -2.61305 3.97774 0.59032
N2 -4.76728 2.96944 3.53910
O3 -4.73581 2.07215 4.34978
O4 -5.60450 3.86287 3.41202
H6 -1.01378 2.86269 -0.27459
H7 -1.34929 0.90648 1.29930
H8 -3.07802 0.90920 2.92556
H9 -4.24864 4.82318 1.65233
H10 -2.59362 4.78382 -0.17428
C13 8.32542 4.25164 3.38041
C14 7.88538 5.01428 2.28492
C15 6.87258 4.48226 1.54957
C16 6.31629 3.23481 1.89016
C17 6.72109 2.53008 3.01166
C18 7.79133 3.06819 3.78817
N3 5.29604 2.62523 0.99776
O5 5.17166 2.98042 -0.14621
O6 4.67974 1.64945 1.49355
H11 9.13476 4.65521 4.01875
H12 8.07483 6.10012 2.27900
H13 6.48857 5.05574 0.72300
H14 6.15964 1.63233 3.22739
H15 8.05992 2.49809 4.73172
C19 2.77992 1.42347 -5.21065
C20 3.91621 1.06901 -4.55393
C21 3.96375 -0.10312 -3.68894
C22 2.80808 -0.84924 -3.56253
C23 1.63199 -0.45046 -4.22385
C24 1.62537 0.72444 -4.98962
N4 2.78627 -2.12804 -2.79939
O7 1.78301 -2.80675 -2.82298
O8 3.77178 -2.42752 -2.14907
H16 2.77327 2.33783 -5.78533
H17 4.86111 1.52313 -4.74009
H18 4.82629 -0.36892 -3.05629
H19 0.70894 -0.96800 -4.02234
H20 0.68462 0.98361 -5.46682
C25 -0.04318 -6.11932 -1.77551
C26 -0.82936 -7.26050 -1.43432
C27 -2.13196 -7.12130 -1.01695
C28 -2.65146 -5.84812 -0.89876
C29 -1.90781 -4.71582 -1.08410
C30 -0.57964 -4.89341 -1.53190
N5 -4.06145 -5.64581 -0.24831
O9 -4.83904 -6.56310 -0.15955
O10 -4.25433 -4.46396 0.06795
H21 0.97943 -6.16994 -2.12093
H22 -0.36250 -8.20838 -1.53898
H23 -2.75814 -8.00248 -0.94537
H24 -2.34549 -3.73063 -0.94220
H25 0.03834 -4.02051 -1.78429
C31 -0.26511 -3.35645 -5.24642
C32 0.63843 -3.06776 -6.22651
C33 0.45355 -1.90890 -6.96524
C34 -0.72699 -1.19982 -6.77351
C35 -1.65266 -1.51419 -5.80291
C36 -1.39926 -2.64059 -5.00400
N6 -0.92974 -0.05780 -7.68314
O11 -2.07455 0.27820 -7.96597
O12 0.08256 0.47474 -8.09248
H26 -0.05175 -4.24983 -4.69435
H27 1.57408 -3.61806 -6.26747
H28 1.10017 -1.73722 -7.85385
H29 -2.55240 -0.94789 -5.72340
H30 -2.04470 -2.93349 -4.18284
C37 1.57525 5.01081 3.66445
C38 0.70980 4.58432 4.63804
C39 0.13554 3.31963 4.71585
C40 0.70271 2.40252 3.84511
C41 1.64893 2.75775 2.97006
C42 2.05769 4.06409 2.79479
N7 0.26919 1.00354 3.98924
O13 0.56682 0.15108 3.18307
O14 -0.48195 0.75954 4.95124
H31 2.03659 6.02969 3.64360
H32 0.47372 5.29638 5.41589
H33 -0.53646 2.94929 5.49356
H34 2.13962 1.99180 2.35294
H35 2.91328 4.29758 2.09488
C43 1.27817 -5.66441 2.15041
C44 2.03032 -4.67110 1.53543
C45 3.16820 -5.00835 0.85828
C46 3.58884 -6.36219 0.74699
C47 2.82396 -7.36165 1.36507
C48 1.61326 -7.01534 1.98166
N8 4.81689 -6.74780 -0.02294
O15 5.26644 -7.82103 0.31012
O16 5.22473 -5.99702 -0.87751
H36 0.38717 -5.34188 2.67007
H37 1.68840 -3.65185 1.50504
H38 3.71487 -4.16612 0.44622
H39 3.04656 -8.37478 1.26029
H40 0.96325 -7.77386 2.37513
C49 -5.74000 1.78403 -4.45494
C50 -4.48395 2.33566 -4.87906
C51 -3.98622 3.47151 -4.15416
C52 -4.74310 3.91687 -3.03641
C53 -5.88328 3.30036 -2.52659
C54 -6.39139 2.25827 -3.32167
N9 -4.21246 5.09701 -2.30966
O17 -5.04684 5.68769 -1.60927
O18 -3.02596 5.37290 -2.43175
H41 -6.13976 0.94679 -5.01350
H42 -3.94515 1.99963 -5.75355
H43 -3.18817 4.17199 -4.51618
H44 -6.37596 3.81840 -1.65409
H45 -7.30744 1.72060 -3.13290
C55 -4.06659 -1.99002 4.58789
C56 -2.81213 -2.51089 4.72311
C57 -1.92342 -2.63385 3.64062
C58 -2.39088 -2.20824 2.42377
C59 -3.65252 -1.55783 2.19327
C60 -4.46116 -1.42735 3.31847
N10 -1.56119 -2.44114 1.22908
O19 -1.85226 -1.87876 0.20543
O20 -0.63762 -3.20954 1.29012
H46 -4.74879 -1.81374 5.38793
H47 -2.45598 -2.80875 5.68689
H48 -0.89377 -3.04225 3.81298
H49 -3.94680 -1.24347 1.18028
H50 -5.38825 -0.92367 3.31104
C61 2.69266 -2.29094 4.11365
C62 1.94961 -1.83176 5.19439
C63 1.79062 -2.63615 6.31857
C64 2.49681 -3.82312 6.37585
C65 3.32543 -4.22921 5.33814
C66 3.30396 -3.50945 4.16831
N11 2.28273 -4.62722 7.61306
O21 1.64079 -4.11008 8.51920
O22 2.83135 -5.70782 7.62563
H51 2.78278 -1.69486 3.22881
H52 1.39901 -0.85775 5.25273
H53 1.13757 -2.35009 7.24194
H54 3.89773 -5.09166 5.40199
H55 3.93732 -3.89883 3.39178
C67 2.00533 5.17737 -2.96682
C68 3.28692 4.91265 -2.55672
C69 3.70583 5.37244 -1.33910
C70 2.88450 6.10044 -0.47561
C71 1.54669 6.42056 -0.87487
C72 1.10691 5.92713 -2.11390
N12 3.48060 6.69627 0.68845
O23 4.64818 6.56389 0.90498
O24 2.73776 7.39890 1.39681
H56 1.65547 4.82150 -3.97243
H57 3.95746 4.41626 -3.22837
H58 4.76359 5.39980 -1.15217
H59 0.88331 6.99384 -0.26148
H60 0.04670 6.02353 -2.35117
C73 2.07467 0.26429 -0.30057
C74 1.05076 -0.59006 -0.68907
C75 0.03991 -0.12324 -1.55578
C76 0.05237 1.19106 -1.94144
C77 1.04229 2.13715 -1.53655
C78 2.01341 1.62008 -0.63332
N13 -1.03576 1.57962 -2.90509
O25 -1.66788 0.69127 -3.36881
O26 -1.20981 2.76886 -3.09800
H61 2.78100 -0.08745 0.40692
H62 1.06621 -1.63967 -0.35191
H63 -0.64633 -0.88118 -1.97050
H64 1.07245 3.16195 -1.87186
H65 2.64169 2.35753 -0.18957

Energy relative to the best compared isomer or geometry (same formula, charge and spin) ... 79.0 kcal per mole
Multiplicity ... 1

Löwdin atomic charge list, values in e, 2 entries: atom 1 (C): -0.064, atom 2 (C): -0.073

---

No. 2
Formula: C79H176N10O15P2
Source: the Open Molecules 2025 dataset
Level of theory: the ωB97M-V functional and the def2-TZVPD basis

Positions of all 282 atoms, in Å:
C1 -4.14229 -10.47762 18.90066
C2 -4.94982 -9.15030 18.85325
C3 -5.90158 -9.09315 20.03543
C4 -6.31006 -7.61208 20.43652
P1 -7.06258 -7.62024 22.10402
C5 -5.95694 -8.28541 23.39615
C6 -6.35235 -9.74735 23.79285
C7 -5.30731 -10.36452 24.82045
C8 -5.76934 -11.75693 25.23568
C9 -7.54618 -5.89079 22.42101
C10 -8.70233 -5.34940 21.63916
C11 -9.11665 -4.00187 22.20799
C12 -9.89049 -4.20042 23.54581
C13 -8.64748 -8.54856 21.88109
C14 -9.68379 -8.34230 23.03857
C15 -11.08315 -8.59167 22.50246
C16 -12.17185 -8.88409 23.56760
H1 -3.53372 -10.64467 19.78939
H2 -3.58591 -10.65437 17.98017
H3 -4.80202 -11.34513 18.91761
H4 -5.42859 -8.95475 17.89376
H5 -4.21054 -8.34965 18.83035
H6 -5.44079 -9.47121 20.94803
H7 -6.72981 -9.78488 19.88164
H8 -7.05931 -7.21443 19.75198
H9 -5.43601 -6.96313 20.38177
H10 -5.87329 -7.63697 24.26829
H11 -4.94222 -8.29274 22.99816
H12 -6.43387 -10.48266 22.99236
H13 -7.28837 -9.64612 24.34214
H14 -5.25047 -9.81196 25.75829
H15 -4.32633 -10.32621 24.34683
H16 -5.58143 -12.55860 24.52146
H17 -6.81691 -11.84699 25.52307
H18 -5.16015 -12.08705 26.07711
H19 -6.66769 -5.27375 22.23227
H20 -7.64168 -5.84945 23.50603
H21 -9.63210 -5.90854 21.53429
H22 -8.37908 -5.07361 20.63539
H23 -9.74726 -3.47839 21.48938
H24 -8.24544 -3.36113 22.34416
H25 -10.44910 -5.13529 23.50036
H26 -10.65003 -3.41899 23.56949
H27 -9.38063 -4.21376 24.50912
H28 -8.31516 -9.58651 21.86264
H29 -9.12123 -8.33880 20.92211
H30 -9.62006 -7.34272 23.46853
H31 -9.46403 -9.03633 23.84982
H32 -10.97174 -9.46109 21.85453
H33 -11.44407 -7.75228 21.90809
H34 -13.06757 -8.58167 23.02508
H35 -12.15382 -8.33284 24.50776
H36 -12.19577 -9.95339 23.77762
C17 -11.26202 -2.23900 18.21662
C18 -11.74301 -1.24087 17.19265
C19 -12.55154 -0.00217 17.63260
C20 -11.73956 1.26492 18.01512
P2 -12.71923 2.71123 18.59908
C21 -12.62936 3.97881 17.29968
C22 -13.19511 3.52823 15.91587
C23 -12.22145 4.21603 14.92718
C24 -10.94013 3.44894 14.75021
C25 -14.50987 2.28016 18.85304
C26 -15.44013 3.51098 19.04952
C27 -16.93841 3.22373 18.91072
C28 -17.48620 2.03357 19.62614
C29 -11.97811 3.46539 20.15868
C30 -12.28090 4.95589 20.36888
C31 -12.34063 5.52936 21.70474
C32 -10.94787 5.50574 22.36591
H37 -12.05496 -2.96127 18.41075
H38 -10.97884 -1.87660 19.20484
H39 -10.45164 -2.86823 17.84858
H40 -12.31683 -1.72869 16.40470
H41 -10.84627 -0.96262 16.63900
H42 -13.27216 -0.30090 18.39389
H43 -13.16958 0.33582 16.80080
H44 -11.00224 1.56838 17.27190
H45 -11.14234 1.00171 18.88813
H46 -11.54113 4.01460 17.35043
H47 -13.09362 4.85899 17.74447
H48 -14.20325 3.91010 15.75481
H49 -13.17053 2.46414 15.68091
H50 -11.97437 5.26475 15.09222
H51 -12.71528 4.33867 13.96324
H52 -10.51004 3.13237 15.70043
H53 -10.15296 3.99273 14.22795
H54 -11.13290 2.49699 14.25552
H55 -14.65712 1.45512 19.54997
H56 -14.64234 1.85540 17.85799
H57 -15.06928 4.38062 18.50702
H58 -15.26083 3.73271 20.10156
H59 -17.20361 2.93568 17.89347
H60 -17.41970 4.10777 19.32899
H61 -17.12569 1.02438 19.42697
H62 -18.57472 2.01758 19.57169
H63 -17.32435 2.14492 20.69829
H64 -10.89399 3.39888 20.06724
H65 -12.36765 2.84104 20.96277
H66 -13.25656 5.18201 19.93869
H67 -11.49222 5.51740 19.86808
H68 -12.96958 4.86043 22.29216
H69 -12.79863 6.51845 21.69923
H70 -11.01158 5.63211 23.44669
H71 -10.31062 6.33811 22.06726
H72 -10.38432 4.58741 22.20104
C33 -3.25355 -6.14446 17.79630
C34 -4.32070 -5.20982 17.25464
C35 -4.52547 -3.94302 18.14502
C36 -5.63055 -2.94146 17.64500
N1 -6.06745 -1.88411 18.67969
C37 -6.82454 -2.39389 19.92265
C38 -7.72666 -1.19537 20.40105
C39 -7.71896 -0.13026 19.26806
C40 -7.08204 -0.88948 18.07765
C41 -4.84588 -1.02496 19.06960
H73 -2.26122 -5.70827 17.68181
H74 -3.34403 -7.12110 17.32081
H75 -3.27857 -6.25879 18.87999
H76 -5.27225 -5.74139 17.24545
H77 -3.84366 -4.94192 16.31189
H78 -3.60004 -3.39388 18.31862
H79 -4.80069 -4.36682 19.11081
H80 -6.53692 -3.54315 17.57741
H81 -5.38794 -2.44009 16.70806
H82 -6.13063 -2.83532 20.63800
H83 -7.39815 -3.23175 19.52634
H84 -7.33160 -0.72400 21.30095
H85 -8.69634 -1.56300 20.73672
H86 -7.31808 0.83375 19.58124
H87 -8.74049 0.07220 18.94623
H88 -6.58996 -0.26350 17.33327
H89 -7.86902 -1.35445 17.48387
H90 -5.15865 -0.26728 19.78807
H91 -4.62592 -0.49360 18.14366
H92 -3.99481 -1.65344 19.33189
C42 -4.42767 -8.85173 14.37767
C43 -2.96299 -8.37124 14.58347
C44 -2.18010 -9.53122 15.14604
C45 -0.63567 -9.19693 15.18277
N2 0.19856 -10.31804 15.72271
C46 1.71493 -10.20845 15.43296
C47 2.24986 -11.51159 15.70409
C48 1.20465 -12.57141 15.28698
C49 -0.04375 -11.77355 15.19219
C50 -0.00090 -10.38281 17.26612
H93 -4.98070 -8.21535 13.68682
H94 -4.95877 -8.84460 15.32951
H95 -4.46393 -9.80372 13.84805
H96 -3.03149 -7.51740 15.25753
H97 -2.59241 -7.93045 13.65801
H98 -2.33200 -10.38405 14.48445
H99 -2.60333 -9.79510 16.11523
H100 -0.50321 -8.39416 15.90811
H101 -0.22379 -8.96045 14.20169
H102 1.98915 -9.35335 16.05079
H103 1.78061 -9.99548 14.36599
H104 2.47790 -11.57146 16.76828
H105 3.21671 -11.65621 15.22202
H106 1.04705 -13.39317 15.98552
H107 1.49810 -12.98765 14.32328
H108 -0.97837 -12.24204 15.50057
H109 -0.08827 -11.59713 14.11748
H110 0.42774 -9.49303 17.72728
H111 0.30940 -11.30059 17.76561
H112 -1.04375 -10.34006 17.58032
C51 2.49218 -0.80422 24.69506
C52 1.24040 -1.62717 24.92034
C53 -0.08047 -0.86411 24.90295
C54 -1.26867 -1.79950 25.25514
N3 -2.61748 -1.08244 25.16116
C55 -3.80509 -2.09594 25.06990
C56 -5.04614 -1.39700 24.42370
C57 -4.39407 -0.51936 23.42644
C58 -2.91652 -0.32023 23.79052
C59 -2.73340 -0.15609 26.35836
H113 3.38192 -1.42934 24.61968
H114 2.56971 0.07176 25.33907
H115 2.38452 -0.25773 23.75813
H116 1.45520 -2.38410 25.67467
H117 1.23668 -2.23898 24.01824
H118 -0.20635 -0.54189 23.86930
H119 -0.05176 0.02215 25.53685
H120 -1.24286 -2.08946 26.30555
H121 -1.27008 -2.72392 24.67761
H122 -4.05538 -2.53264 26.03672
H123 -3.51977 -2.94593 24.45005
H124 -5.54799 -0.88128 25.24241
H125 -5.65922 -2.22640 24.07108
H126 -4.87515 0.45275 23.53447
H127 -4.43761 -0.86852 22.39479
H128 -2.56813 0.69917 23.95647
H129 -2.27733 -0.95217 23.17391
H130 -1.91637 0.56155 26.43296
H131 -2.84696 -0.78970 27.23799
H132 -3.72843 0.24008 26.15574
C60 -2.67077 1.79149 19.24365
C61 -3.74589 2.85707 19.09558
C62 -3.89639 3.57449 20.37083
C63 -4.60985 4.94352 20.16461
N4 -5.03504 5.53418 21.53051
C64 -6.19132 4.71122 22.18185
C65 -7.46042 4.99531 21.36150
C66 -7.17108 6.38255 20.83390
C67 -5.83668 6.85158 21.41495
C68 -3.75417 5.67107 22.42447
H133 -1.67250 2.22243 19.16719
H134 -2.73589 1.08716 18.41433
H135 -2.76821 1.20642 20.15814
H136 -4.63632 2.24007 18.97502
H137 -3.62063 3.49867 18.22336
H138 -2.90186 3.82296 20.74133
H139 -4.37996 2.88916 21.06695
H140 -5.54316 4.80205 19.61961
H141 -3.90070 5.61418 19.67940
H142 -6.27406 5.17131 23.16652
H143 -5.91222 3.67689 22.38274
H144 -8.22441 5.05635 22.13655
H145 -7.78027 4.27738 20.60628
H146 -7.98933 7.06975 21.04912
H147 -7.13426 6.31177 19.74682
H148 -5.87701 7.25378 22.42723
H149 -5.28714 7.50862 20.74086
H150 -3.04976 6.24513 21.82251
H151 -3.40977 4.65997 22.64168
H152 -4.03303 6.28632 23.27993
C69 -9.72302 -0.37729 13.90168
C70 -8.92918 -1.65662 14.42112
C71 -8.11271 -2.26637 13.29915
C72 -7.36461 -3.47409 13.93436
N5 -6.30963 -4.18397 13.03006
C73 -5.63858 -5.32330 13.82242
C74 -4.18114 -5.35454 13.37096
C75 -3.91581 -4.07933 12.53589
C76 -5.13312 -3.19424 12.79536
C77 -6.87232 -4.70578 11.64415
C78 -8.07607 -5.69512 11.78721
C79 -8.29704 -6.37008 10.42758
H153 -9.06629 0.47436 14.07920
H154 -10.66748 -0.23300 14.42634
H155 -9.92821 -0.32637 12.83238
H156 -9.60572 -2.45985 14.71303
H157 -8.46545 -1.27417 15.33040
H158 -7.41868 -1.54861 12.86182
H159 -8.80612 -2.43161 12.47454
H160 -8.10697 -4.26907 14.00500
H161 -6.84202 -3.36324 14.88447
H162 -6.01454 -6.29666 13.50725
H163 -5.83421 -5.24412 14.89180
H164 -3.85041 -6.25133 12.84704
H165 -3.57612 -5.21049 14.26612
H166 -4.01375 -4.35330 11.48544
H167 -2.94705 -3.66009 12.80763
H168 -5.43419 -2.48930 12.02043
H169 -4.91114 -2.67400 13.72712
H170 -6.04923 -5.16957 11.10052
H171 -7.10570 -3.83715 11.02842
H172 -8.95114 -5.10236 12.05362
H173 -7.89339 -6.53488 12.45769
H174 -8.44676 -5.60349 9.66731
H175 -9.24216 -6.91021 10.48334
H176 -7.53321 -7.04036 10.03339
N6 -3.36031 -4.55484 22.13898
O1 -2.24900 -4.50765 22.71505
O2 -3.92375 -3.55395 21.75576
O3 -3.78261 -5.66611 21.91458
N7 -11.27873 -0.20219 21.63300
O4 -12.37480 0.15472 21.35077
O5 -11.25133 -1.19459 22.29470
O6 -10.36329 0.41723 21.31130
N8 -2.80572 -1.46166 15.95317
O7 -3.83475 -0.88468 15.65000
O8 -2.49932 -2.37538 15.19732
O9 -1.99844 -0.97423 16.71116
N9 -7.53603 3.69682 17.81000
O10 -8.67033 3.78503 18.29921
O11 -7.02246 2.59007 17.62491
O12 -6.88316 4.71617 17.55328
N10 -8.09225 -6.41038 16.43678
O13 -7.92079 -7.42744 17.11098
O14 -8.21712 -5.32552 16.94774
O15 -8.03745 -6.52096 15.23432

Energy relative to the best compared isomer or geometry (same formula, charge and spin) ... 0.0 kcal per mole
Multiplicity ... 1
Net charge ... +2

Löwdin atomic charge list, values in e, 2 entries: atom 1 (C): -0.096, atom 2 (C): -0.239